(1)
C25H32BrClMgN3O8P2 | ωB97M-V/def2-TZVPD

## Properties
* energy: -153878.781 eV
* molar mass: 704.2 u
* highest occupied orbital energy: -6.139 eV

Geometry as ORCA input:
```
! wB97M-V def2-TZVPD RIJCOSX def2/J DEFGRID3
* xyz -1 1
Mg 0.799 1.683 0.209
C -1.009 0.058 -3.019
P -0.953 -0.075 -1.173
C -0.792 -1.864 -0.995
N -1.673 -2.617 -1.568
C -1.575 -3.976 -1.425
C -2.595 -4.806 -1.893
C -2.550 -6.207 -1.790
C -1.404 -6.723 -1.095
C -0.455 -5.927 -0.510
C -0.480 -4.518 -0.688
N 0.443 -3.709 -0.095
C 0.308 -2.413 -0.224
P 1.561 -1.194 0.433
C 1.734 -1.928 2.062
C 3.075 -1.657 -0.548
C 4.056 -0.523 -0.425
C 2.581 -1.734 -1.999
C 3.743 -2.952 -0.060
C -2.754 0.189 -0.833
C -2.990 1.695 -0.655
C -3.613 -0.349 -2.009
C -3.259 -0.570 0.410
H -1.599 -0.702 -3.546
H 0.050 0.000 -3.257
H -1.344 1.072 -3.348
H -3.478 -4.356 -2.396
H -3.332 -6.813 -2.177
H -1.301 -7.790 -0.993
H 0.237 -6.282 0.207
H 1.895 -3.033 1.990
H 0.786 -1.669 2.540
H 2.510 -1.433 2.639
H 3.627 0.369 -1.005
H 4.962 -0.797 -0.963
H 4.304 -0.314 0.585
H 1.787 -0.886 -2.182
H 2.199 -2.719 -2.268
H 3.384 -1.415 -2.636
H 4.067 -2.878 0.964
H 4.584 -3.103 -0.718
H 2.956 -3.746 -0.119
H -2.780 2.231 -1.569
H -2.348 2.147 0.133
H -4.059 1.836 -0.312
H -3.511 0.248 -2.901
H -4.664 -0.247 -1.689
H -3.294 -1.368 -2.321
H -2.679 -0.454 1.315
H -3.430 -1.611 0.103
H -4.250 -0.148 0.650
Br 2.351 5.273 4.846
C 1.469 5.907 3.306
C 0.888 7.186 3.274
C 0.117 7.574 2.178
C -0.046 6.726 1.087
C 0.628 5.464 1.101
C 1.401 5.070 2.185
C 2.219 3.784 2.052
O 3.336 3.868 2.496
O 1.714 2.782 1.373
H 0.891 7.760 4.196
H -0.367 8.558 2.246
H -0.626 7.009 0.211
H 0.504 4.735 0.290
O -0.163 2.940 -1.324
N 0.711 2.619 -2.184
O 1.627 1.851 -1.703
O 0.447 0.683 3.691
Cl -0.823 0.971 3.144
O -1.229 2.316 3.425
O -1.805 0.018 3.624
O -0.726 0.884 1.653
*
```

=====

(2)
C25H32BrN4O3S2 | ωB97M-V/def2-TZVPD

## Properties
* energy: -130255.136 eV
* molar mass: 580.6 u
* highest occupied orbital energy: -10.885 eV
* SMILES string: C[NH+](C)CCCN(C(=O)c1ccc(S(=O)(=O)N2CCCCCC2)cc1)c1nc2ccc(Br)cc2s1

Geometry as ORCA input:
```
! wB97M-V def2-TZVPD RIJCOSX def2/J DEFGRID3
* xyz 1 1
C -1.989 -6.257 -0.840
N -2.078 -5.091 0.047
H -1.750 -4.221 -0.508
C -1.149 -5.230 1.177
H -0.126 -5.270 0.808
H -1.364 -6.142 1.732
H -1.238 -4.378 1.847
C -3.465 -4.830 0.504
C -3.715 -3.343 0.742
H -2.952 -2.927 1.401
H -4.667 -3.237 1.260
C -3.753 -2.529 -0.567
N -2.751 -1.468 -0.606
C -3.219 -0.168 -0.443
N -4.103 0.123 0.437
C -4.481 1.430 0.359
C -5.407 2.065 1.185
C -5.681 3.397 0.979
C -5.039 4.102 -0.041
C -4.113 3.503 -0.877
C -3.843 2.163 -0.669
S -2.748 1.135 -1.544
H -3.623 4.059 -1.660
Br -5.451 5.937 -0.292
H -6.395 3.909 1.605
H -5.893 1.506 1.968
C -1.460 -1.787 -0.863
O -1.138 -2.955 -1.107
C -0.456 -0.706 -0.803
C 0.441 -0.550 -1.858
C 1.367 0.477 -1.823
C 1.416 1.316 -0.726
C 0.565 1.136 0.350
C -0.379 0.128 0.314
H -1.055 -0.013 1.146
H 0.633 1.810 1.188
S 2.618 2.664 -0.693
O 2.933 2.969 -2.053
O 2.071 3.676 0.161
N 3.891 1.918 0.034
C 5.025 1.545 -0.781
C 5.887 2.742 -1.189
C 6.678 3.360 -0.039
C 5.818 3.767 1.158
C 5.336 2.564 1.972
C 4.003 1.998 1.471
H 3.841 1.000 1.903
H 3.191 2.653 1.790
H 5.191 2.853 3.014
H 6.101 1.786 1.953
H 4.957 4.346 0.818
H 6.418 4.409 1.806
H 7.193 4.243 -0.421
H 7.444 2.656 0.298
H 5.225 3.489 -1.628
H 6.584 2.414 -1.963
H 4.625 1.076 -1.683
H 5.611 0.804 -0.233
H 2.038 0.657 -2.647
H 0.380 -1.211 -2.709
H -3.581 -3.175 -1.434
H -4.723 -2.050 -0.683
H -4.159 -5.190 -0.257
H -3.646 -5.396 1.421
H -2.323 -7.156 -0.321
H -0.959 -6.396 -1.161
H -2.606 -6.107 -1.724
*
```

=====

(3)
C25H32Cl3GeN9O2PbS | ωB97M-V/def2-TZVPD

## Properties
* energy: -154093.232 eV
* molar mass: 908.8 u
* highest occupied orbital energy (spin up / spin down): -15.264 / -15.275 eV
* expectation value of S²: 0.7817

Geometry as ORCA input:
```
! wB97M-V def2-TZVPD RIJCOSX def2/J DEFGRID3
* xyz 3 2
Pb -0.863 0.049 -0.264
C 0.002 -4.584 -1.346
C 0.040 -3.172 -0.850
N -0.867 -2.546 -0.225
C -2.116 -3.017 0.335
C -2.448 -2.216 1.648
N -1.431 -1.186 1.946
C -1.702 -0.243 3.050
C -2.392 1.044 2.597
N -1.687 1.753 1.507
C -0.609 2.708 1.836
C 0.819 2.136 1.906
N 1.107 1.149 0.871
C 2.283 0.837 0.505
C 3.536 1.522 0.966
C 2.392 -0.358 -0.428
C 3.423 -0.587 -1.332
C 3.376 -1.743 -2.095
C 2.311 -2.640 -1.977
C 1.293 -2.346 -1.088
N 1.378 -1.237 -0.329
H -0.985 -5.021 -1.221
H 0.731 -5.205 -0.821
H 0.257 -4.622 -2.406
H -2.110 -4.089 0.540
H -2.903 -2.825 -0.397
H -2.534 -2.917 2.481
H -3.413 -1.723 1.540
H -0.565 -1.673 2.146
H -0.737 0.013 3.492
H -2.308 -0.705 3.835
H -2.523 1.688 3.471
H -3.387 0.801 2.219
H -2.387 2.269 0.985
H -0.801 3.209 2.789
H -0.629 3.473 1.059
H 0.966 1.632 2.867
H 1.515 2.979 1.882
H 3.574 1.547 2.057
H 3.543 2.561 0.627
H 4.437 1.038 0.599
H 4.233 0.120 -1.454
H 4.170 -1.950 -2.800
H 2.286 -3.534 -2.586
N -3.296 -1.766 -8.206
C -2.975 -1.180 -7.065
C -3.168 -1.871 -5.823
C -2.873 -1.241 -4.652
C -2.392 0.083 -4.670
C -2.162 0.764 -5.886
C -2.440 0.146 -7.067
S -2.140 0.995 -3.165
O -2.824 0.234 -2.118
O -2.635 2.305 -3.439
N -0.605 0.888 -2.797
C 0.344 1.759 -3.324
N 0.124 2.409 -4.463
C 1.072 3.253 -4.862
C 2.257 3.423 -4.168
C 2.408 2.652 -3.032
N 1.468 1.818 -2.587
H -3.720 -2.683 -8.231
H -3.194 -1.285 -9.090
H -3.579 -2.872 -5.835
H -3.054 -1.720 -3.700
H -1.796 1.781 -5.849
H -2.301 0.659 -8.011
H 0.877 3.798 -5.778
H 3.020 4.111 -4.501
H 3.319 2.710 -2.444
Cl 2.029 -0.895 3.345
Ge 2.645 -2.205 1.889
Cl 4.610 -2.150 1.326
Cl 1.613 -3.978 1.767
*
```

=====

(4)
C25H32F6N5O7S2SiV | ωB97M-V/def2-TZVPD

## Properties
* energy: -119751.387 eV
* molar mass: 771.7 u
* highest occupied orbital energy (spin up / spin down): -13.654 / -13.654 eV

Geometry as ORCA input:
```
! wB97M-V def2-TZVPD RIJCOSX def2/J DEFGRID3
* xyz 2 1
V -0.376 -0.242 -0.286
C 3.517 2.023 -0.117
C 2.079 1.747 -0.446
N 1.470 0.721 0.057
N 2.136 0.014 1.080
C 1.281 -0.513 1.912
O -0.020 -0.390 1.660
C 1.798 -1.213 3.094
C 0.953 -1.427 4.177
C 1.415 -2.112 5.291
C 2.719 -2.590 5.314
C 3.565 -2.373 4.232
C 3.111 -1.683 3.123
C 1.365 2.735 -1.302
C 2.093 3.477 -2.221
C 1.440 4.429 -2.987
C 0.083 4.617 -2.799
C -0.562 3.847 -1.841
N 0.056 2.929 -1.096
H 3.793 1.570 0.824
H 3.711 3.093 -0.091
H 4.153 1.577 -0.891
H -0.066 -1.054 4.146
H 0.758 -2.281 6.136
H 3.077 -3.137 6.179
H 4.583 -2.746 4.257
H 3.751 -1.532 2.263
H 3.153 3.306 -2.353
H 1.987 5.018 -3.712
H -0.468 5.358 -3.367
H -1.627 3.974 -1.662
C -2.239 -2.579 -2.576
Si -1.796 -0.847 -2.975
C -1.175 -0.738 -4.721
C -3.254 0.238 -2.704
C -0.125 0.036 -2.275
H -2.857 -2.930 -3.410
H -2.837 -2.676 -1.667
H -1.382 -3.240 -2.508
H -1.966 -1.190 -5.336
H -0.256 -1.311 -4.869
H -1.020 0.291 -5.054
H -4.056 -0.128 -3.355
H -3.062 1.285 -2.961
H -3.628 0.201 -1.680
H -0.097 1.020 -2.725
H 0.750 -0.531 -2.600
O -3.019 2.599 -0.189
C -2.315 1.919 0.483
O -1.629 0.847 0.010
C -2.036 2.188 1.953
N -2.911 3.365 2.332
C -2.000 4.497 2.778
C -0.700 4.191 2.053
C -0.594 2.667 2.196
H -2.295 1.301 2.523
H -3.615 3.138 3.030
H -3.397 3.613 1.467
H -1.871 4.409 3.854
H -2.464 5.450 2.549
H 0.137 4.712 2.510
H -0.757 4.483 1.001
H -0.287 2.401 3.207
H 0.094 2.206 1.495
F -1.854 -2.175 0.589
C -1.081 -3.267 0.977
F -1.757 -4.350 0.744
F -0.792 -3.142 2.238
S 0.528 -3.253 -0.024
O 0.416 -1.745 -0.503
O 1.586 -3.401 0.900
N 0.424 -4.029 -1.309
S 0.121 -5.679 -1.309
O -1.100 -5.920 -1.998
O 0.409 -6.251 -0.029
C 1.478 -6.132 -2.470
F 1.335 -7.396 -2.780
F 1.374 -5.368 -3.555
F 2.642 -5.918 -1.875
*
```

=====

(5)
C25H32FGe2IrNOS | ωB97M-V/def2-TZVPD

## Properties
* energy: -159389.380 eV
* molar mass: 751.0 u
* highest occupied orbital energy (spin up / spin down): -14.325 / -14.458 eV
* expectation value of S²: 0.7834

Geometry as ORCA input:
```
! wB97M-V def2-TZVPD RIJCOSX def2/J DEFGRID3
* xyz 2 2
Ir -1.199 -0.257 0.316
C -3.762 2.539 -1.861
S -2.027 2.495 -1.436
C -1.371 3.033 -2.999
O -1.706 0.995 -1.389
H -3.940 1.804 -2.645
H -4.014 3.542 -2.205
H -4.347 2.293 -0.976
H -1.641 4.082 -3.124
H -1.792 2.422 -3.796
H -0.289 2.932 -2.961
C -3.621 2.844 2.761
C -2.938 1.822 1.989
N -2.420 1.003 1.377
H -2.890 3.398 3.350
H -4.343 2.376 3.428
H -4.138 3.529 2.090
F -0.730 -3.633 5.339
C -0.827 -2.955 4.215
C 0.225 -3.011 3.300
C 0.107 -2.296 2.140
C -1.007 -1.448 1.850
C -2.071 -1.500 2.810
C -1.991 -2.227 3.968
H 1.091 -3.621 3.519
H 0.909 -2.380 1.423
H -2.993 -0.970 2.615
H -2.798 -2.260 4.688
C -1.828 -1.677 -2.766
Ge -0.603 -2.178 -1.329
C 1.167 -2.640 -2.051
C -1.387 -3.707 -0.398
Ge 1.029 -0.091 -0.186
C 1.526 1.308 -1.435
C 1.845 1.084 -2.774
C 2.308 2.127 -3.566
C 2.439 3.402 -3.033
C 2.104 3.638 -1.707
C 1.654 2.595 -0.908
C 2.542 -0.469 0.953
C 2.899 0.577 1.804
C 3.974 0.434 2.670
C 4.706 -0.743 2.679
C 4.363 -1.784 1.826
C 3.280 -1.653 0.971
H -2.204 -2.605 -3.201
H -1.314 -1.112 -3.544
H -2.670 -1.094 -2.409
H 0.967 -3.534 -2.646
H 1.904 -2.911 -1.299
H 1.587 -1.890 -2.717
H -1.731 -4.401 -1.168
H -2.241 -3.413 0.207
H -0.663 -4.227 0.228
H 1.754 0.100 -3.215
H 2.573 1.940 -4.598
H 2.806 4.211 -3.651
H 2.209 4.630 -1.287
H 1.416 2.800 0.131
H 2.348 1.511 1.807
H 4.243 1.248 3.330
H 5.550 -0.848 3.348
H 4.941 -2.698 1.825
H 3.031 -2.480 0.321
*
```

=====

(6)
C25H32FIrN4O2P | ωB97M-V/def2-TZVPD

## Properties
* energy: -51333.826 eV
* molar mass: 662.7 u
* highest occupied orbital energy (spin up / spin down): -11.515 / -14.455 eV
* expectation value of S²: 0.7868

Geometry as ORCA input:
```
! wB97M-V def2-TZVPD RIJCOSX def2/J DEFGRID3
* xyz 2 2
Ir 0.531 -0.027 0.308
N 1.079 1.978 0.068
C 2.479 1.991 -0.435
C 2.622 0.851 -1.421
N 2.193 -0.442 -0.787
C 1.814 -1.411 -1.865
C 0.309 -1.314 -2.218
N -0.365 -0.130 -1.590
C 3.273 -0.940 0.136
C 2.694 -1.441 1.452
N 1.697 -0.455 1.981
H 0.460 2.458 -0.583
H 0.993 2.524 0.923
H 3.139 1.853 0.421
H 2.738 2.942 -0.900
H 3.642 0.764 -1.801
H 1.972 1.024 -2.281
H 2.010 -2.418 -1.503
H 2.458 -1.237 -2.728
H -0.190 -2.174 -1.786
H 0.151 -1.324 -3.296
H -1.368 -0.323 -1.552
H -0.266 0.710 -2.153
H 3.967 -0.118 0.311
H 3.845 -1.731 -0.351
H 3.496 -1.613 2.170
H 2.148 -2.368 1.300
H 2.149 0.310 2.475
H 1.091 -0.925 2.653
O -1.505 3.175 0.286
C -2.343 2.774 0.988
O -1.097 0.475 1.492
C -3.346 2.405 1.815
C -4.290 3.414 2.224
C -5.307 3.080 3.071
C -5.458 1.769 3.559
C -4.569 0.783 3.163
C -3.521 1.054 2.295
P -2.453 -0.227 1.708
C -3.096 -0.878 0.158
C -3.914 -0.060 -0.626
C -4.332 -0.487 -1.879
C -3.955 -1.740 -2.345
C -3.162 -2.569 -1.558
C -2.726 -2.142 -0.312
C -2.362 -1.526 2.922
C -1.484 -1.342 3.993
C -1.409 -2.293 4.996
C -2.218 -3.422 4.940
C -3.108 -3.596 3.891
C -3.186 -2.649 2.880
H -4.176 4.427 1.863
H -6.005 3.847 3.376
H -6.263 1.532 4.239
H -4.689 -0.225 3.542
H -4.242 0.903 -0.255
H -4.971 0.147 -2.478
H -4.298 -2.081 -3.313
H -2.894 -3.556 -1.912
H -2.091 -2.778 0.287
H -0.888 -0.438 4.053
H -0.736 -2.150 5.831
H -2.162 -4.162 5.728
H -3.746 -4.469 3.860
H -3.890 -2.786 2.070
F 0.092 -1.955 0.518
*
```